[1]
DFT (wB97M-V/def2-TZVPD) results for a structure of composition C34H37MoO6 in a non-equilibrium geometry.

Output
DFT total energy = -49992.2885 eV
orbital gap (alpha / beta) = 7.85 / 6.46 eV
E_HOMO (alpha / beta) = -11.20 / -11.21 eV
energy above the lowest of the compared OMol25 structures with the same formula, charge and spin = 37.3 kcal per mole
largest force on an atom = 4.70 eV/A
LUMO energy (alpha / beta) = -3.36 / -4.75 eV
M = 637.60 Da

Geometry as ORCA input:
```
! RIJCOSX wB97M-V def2-TZVPD def2/J DEFGRID3
* xyz 1 3
Mo -1.6182 0.3208 -1.6113
C 0.5001 2.7285 2.5818
C 1.5805 1.7344 2.1472
C 2.8699 1.9393 2.9300
O 1.1193 0.3962 2.3353
C 0.6623 -0.1159 1.1131
C 0.9229 1.0373 0.1035
O 1.8592 1.8330 0.7615
C 1.3567 0.6087 -1.3334
O 0.2070 0.1927 -1.9975
C 2.3591 -0.5445 -1.3395
C 2.2412 -1.5055 -2.3378
C 3.0910 -2.5957 -2.3694
C 4.0855 -2.7225 -1.4151
C 4.2255 -1.7562 -0.4335
C 3.3661 -0.6717 -0.3895
C 1.9497 1.8051 -2.0777
C 1.1496 2.5281 -2.9523
C 1.6912 3.5442 -3.7205
C 3.0355 3.8604 -3.6108
C 3.8264 3.1657 -2.7114
C 3.2896 2.1402 -1.9551
C -0.8385 -0.6372 1.1546
O -1.4138 -0.2995 -0.0542
C -0.7714 -2.1668 1.1899
C -0.1670 -2.7741 0.0883
C -0.0196 -4.1458 0.0297
C -0.4853 -4.9387 1.0659
C -1.1147 -4.3427 2.1441
C -1.2668 -2.9658 2.2082
C -1.5979 0.0006 2.3022
C -1.2237 -0.2444 3.6197
C -1.9377 0.3309 4.6546
C -3.0307 1.1379 4.3917
C -3.3882 1.4074 3.0841
C -2.6676 0.8509 2.0425
H 0.3125 2.6026 3.6428
H -0.4312 2.5481 2.0505
H 0.8367 3.7406 2.3847
H 2.6655 1.8696 3.9927
H 3.2840 2.9155 2.7033
H 3.5884 1.1743 2.6542
H 1.2927 -0.9792 0.8607
H -0.0334 1.6185 -0.0510
H 1.4681 -1.3907 -3.0868
H 2.9758 -3.3468 -3.1360
H 4.7601 -3.5635 -1.4377
H 5.0012 -1.8464 0.3129
H 3.4816 0.0654 0.3921
H 0.0953 2.2707 -3.0458
H 1.0685 4.0832 -4.4185
H 3.4649 4.6382 -4.2248
H 4.8741 3.4059 -2.6099
H 3.9159 1.5922 -1.2730
H 0.2018 -2.1636 -0.7334
H 0.4673 -4.5841 -0.8277
H -0.3565 -6.0101 1.0298
H -1.4998 -4.9485 2.9491
H -1.7704 -2.5342 3.0580
H -0.3680 -0.8667 3.8294
H -1.6434 0.1411 5.6744
H -3.5969 1.5635 5.2034
H -4.2293 2.0467 2.8706
H -2.9496 1.0924 1.0155
C -2.5820 1.6644 -4.2335
O -2.1776 1.0381 -3.0654
H -2.0415 2.6125 -4.3575
H -3.6594 1.8790 -4.2091
H -2.3620 1.0223 -5.0967
C -3.9050 -2.2693 -1.1249
C -4.4650 -1.0104 -0.4815
O -3.9980 0.1866 -1.1260
H -4.3803 -3.1432 -0.6868
H -2.8278 -2.3410 -0.9530
H -4.1025 -2.2735 -2.1977
H -4.1467 -0.9353 0.5642
H -5.5594 -1.0105 -0.5145
H -4.5153 0.3105 -1.9363
*
```

=====

[2]
DFT (wB97M-V/def2-TZVPD) results for a structure of composition C34H38As2Br4CaIN7O12 in a non-equilibrium geometry.

Output
DFT total energy = -499263.3775 eV
orbital gap (alpha / beta) = 3.90 / 3.88 eV
E_HOMO (alpha / beta) = -6.09 / -6.09 eV
energy above the lowest of the compared OMol25 structures with the same formula, charge and spin = 62.3 kcal per mole
largest force on an atom = 2.41 eV/A
LUMO energy (alpha / beta) = -2.19 / -2.21 eV
M = 1373.16 Da

Geometry as ORCA input:
```
! RIJCOSX wB97M-V def2-TZVPD def2/J DEFGRID3
* xyz 0 1
Ca -1.2795 -0.3352 -1.5945
N -0.9787 -3.7666 -1.4981
C -1.6866 -3.3782 -0.4316
N -1.9911 -4.2822 0.4947
C -2.6877 -3.8290 1.5311
N -2.9864 -4.6893 2.5109
N -3.1736 -2.5783 1.6374
C -2.7967 -1.7523 0.6794
N -2.0264 -2.0763 -0.3511
C -3.2983 -0.3642 0.7048
C -4.4965 -0.0327 1.3344
C -4.9570 1.2692 1.2293
C -4.2197 2.1804 0.4889
C -3.0279 1.7609 -0.0786
N -2.5694 0.5281 0.0404
H -0.9159 -4.7544 -1.6818
H -0.9335 -3.0894 -2.2664
H -2.5436 -5.5913 2.5023
H -3.4434 -4.3430 3.3358
H -5.0619 -0.7882 1.8584
H -5.8814 1.5680 1.7026
H -4.5810 3.1831 0.3301
H -2.4174 2.4190 -0.6775
Br -4.1783 -4.2588 -6.5403
C -3.8580 -2.8741 -5.2957
C -4.8584 -1.9699 -4.9555
Br -6.5577 -2.0837 -5.7821
C -4.5970 -0.9801 -4.0155
Br -5.9264 0.2538 -3.4708
C -3.3514 -0.8348 -3.3929
O -3.0899 0.0613 -2.5256
C -2.3153 -1.7606 -3.7663
O -1.1452 -1.6371 -3.2202
C -2.6111 -2.7521 -4.6905
Br -1.1909 -3.9544 -5.0572
C 0.7305 3.1891 -3.3885
C 0.1824 2.4753 -4.6266
C -0.8701 1.5306 -4.0329
O -0.6014 1.4059 -2.6385
C 0.5978 2.0970 -2.3333
H 0.1118 4.0537 -3.1352
H 1.7616 3.5197 -3.5098
H 0.9726 1.9083 -5.1264
H -0.2542 3.1620 -5.3503
H -0.8362 0.5375 -4.4927
H -1.8864 1.9282 -4.1384
H 1.4558 1.4179 -2.3811
H 0.5292 2.4676 -1.3087
C -0.9084 4.4621 0.7117
O -0.0375 3.3596 0.9203
C 0.1614 2.9783 2.1885
O -0.4664 3.3865 3.1297
C 1.1429 1.8685 2.2083
C 2.2836 1.9886 2.8885
As 3.6959 0.6545 3.2849
C 2.7189 -0.3383 4.6857
C 3.0319 -0.1984 1.6418
C 1.7821 -0.7848 1.6455
As 0.2778 0.4205 1.1649
C -0.8403 0.0585 2.7650
C 1.3842 -2.1021 2.0226
O 0.2194 -2.4837 1.9661
O 2.3018 -3.1030 2.2044
C 3.6903 -2.9072 2.2110
C 3.3106 0.6672 0.4823
O 2.4670 0.9872 -0.3362
O 4.5654 1.0818 0.2371
C 5.7142 0.4968 0.8213
C 2.6009 3.2758 3.5247
O 2.2000 4.3584 3.1830
O 3.4356 3.0861 4.5665
C 3.7585 4.2567 5.3050
H -1.0576 4.5195 -0.3632
H -0.4449 5.3779 1.0813
H -1.8516 4.3022 1.2351
H 2.3297 0.3934 5.3932
H 3.4069 -0.9933 5.2255
H 1.8960 -0.9324 4.2861
H -0.2336 -0.1404 3.6472
H -1.5084 -0.7791 2.6045
H -1.4403 0.9493 2.9624
H 4.1143 -3.9091 2.2579
H 4.0276 -2.3305 3.0793
H 4.0323 -2.4096 1.2952
H 6.4553 0.4421 0.0222
H 5.5170 -0.5110 1.1984
H 6.0937 1.1281 1.6343
H 4.3947 3.9319 6.1246
H 2.8429 4.7206 5.6816
H 4.2744 4.9714 4.6595
N 1.7859 -2.9219 -1.0244
C 1.5007 -1.7890 -1.6783
O 0.6708 -0.9917 -1.2760
C 2.2913 -1.5189 -2.9316
I 4.3873 -1.5080 -2.5028
H 1.1973 -3.1837 -0.2444
H 2.4100 -3.6139 -1.4036
H 2.0402 -0.5425 -3.3364
H 2.1187 -2.2913 -3.6766
*
```

=====

[3]
DFT (wB97M-V/def2-TZVPD) results for a structure of composition C34H38AsF5N4O2PV.

Output
DFT total energy = -155327.8866 eV
orbital gap (alpha / beta) = 7.61 / 7.19 eV
E_HOMO (alpha / beta) = -10.08 / -9.66 eV
largest force on an atom = 0.88 eV/A
LUMO energy (alpha / beta) = -2.47 / -2.47 eV
M = 786.53 Da

Geometry as ORCA input:
```
! RIJCOSX wB97M-V def2-TZVPD def2/J DEFGRID3
* xyz 1 2
V -2.0521 0.0619 0.1507
N -1.5231 -0.0287 2.2648
C -1.9438 -1.4488 2.4593
C -2.6287 -1.7428 3.7924
C -3.6746 -0.7023 4.1980
C -4.8029 -1.2386 5.0566
N -5.5305 -2.4041 4.5226
C -6.4129 -2.3835 3.5179
N -7.4102 -3.2770 3.5229
N -6.3208 -1.5013 2.5348
C -2.8036 -1.6100 1.2053
O -3.9704 -1.1368 1.1902
O -2.2115 -1.9969 0.1396
H -0.6098 0.1929 2.6535
H -2.1960 0.6079 2.6917
H -1.0537 -2.0705 2.3241
H -1.8731 -1.8349 4.5771
H -3.0842 -2.7341 3.6971
H -4.0884 -0.2052 3.3212
H -3.2094 0.0919 4.7911
H -5.5253 -0.4431 5.2603
H -4.4203 -1.5811 6.0197
H -5.6070 -3.1902 5.1473
H -7.6457 -3.7940 4.3526
H -7.9416 -3.4554 2.6883
H -5.3892 -1.2086 2.1850
H -7.0543 -1.4888 1.8435
C 0.9898 1.5338 -1.2790
C 2.1971 1.4084 -2.1900
As 3.3800 2.9528 -1.8238
C 5.0002 2.2950 -2.6769
C 4.9824 1.3509 -3.6938
C 6.1650 0.9530 -4.3020
C 7.3731 1.4929 -3.8962
C 7.3982 2.4381 -2.8797
C 6.2181 2.8406 -2.2780
C 3.7750 2.3826 0.0067
C 3.3526 3.1882 1.0571
C 3.5412 2.7872 2.3753
C 4.1584 1.5785 2.6462
C 4.5889 0.7707 1.6010
C 4.3979 1.1705 0.2899
P -0.0907 0.0763 -1.1911
C 1.1053 -1.2674 -0.9272
C 1.6854 -1.3588 0.3345
C 2.6539 -2.3100 0.5987
C 3.0502 -3.1906 -0.3974
C 2.4789 -3.1058 -1.6581
C 1.5144 -2.1460 -1.9248
C -0.8416 -0.1893 -2.8188
C -0.8567 0.8212 -3.7798
C -1.5313 0.6344 -4.9746
C -2.2056 -0.5537 -5.2156
C -2.2159 -1.5537 -4.2549
C -1.5444 -1.3719 -3.0561
H 0.3680 2.4063 -1.4994
H 1.3226 1.6677 -0.2398
H 1.9176 1.3700 -3.2439
H 2.7563 0.4944 -1.9626
H 4.0495 0.9107 -4.0249
H 6.1391 0.2173 -5.0954
H 8.2937 1.1823 -4.3693
H 8.3384 2.8653 -2.5575
H 6.2536 3.5810 -1.4857
H 2.8717 4.1378 0.8512
H 3.2160 3.4263 3.1847
H 4.3205 1.2705 3.6702
H 5.0864 -0.1665 1.8105
H 4.7493 0.5384 -0.5183
H 1.4061 -0.6655 1.1245
H 3.1047 -2.3589 1.5807
H 3.8047 -3.9364 -0.1935
H 2.7885 -3.7831 -2.4415
H 1.0932 -2.0786 -2.9172
H -0.3503 1.7585 -3.5987
H -1.5347 1.4199 -5.7167
H -2.7301 -0.6960 -6.1495
H -2.7501 -2.4766 -4.4316
H -1.5710 -2.1514 -2.3010
F -1.9922 2.7691 -1.1975
C -2.3233 2.1780 0.0117
F -1.6617 2.9307 0.9766
C -3.8094 2.4857 0.1864
F -4.1707 3.7417 -0.0428
F -4.5122 1.6888 -0.6530
F -4.2107 2.1665 1.4439
*
```

=====

[4]
DFT (wB97M-V/def2-TZVPD) results for a structure of composition C34H38ClN2O5PSSi2Ti.

Output
DFT total energy = -120613.3833 eV
orbital gap (alpha / beta) = 6.18 / 6.06 eV
E_HOMO (alpha / beta) = -4.07 / -3.95 eV
energy above the lowest of the compared OMol25 structures with the same formula, charge and spin = 2.8 kcal per mole
largest force on an atom = 0.95 eV/A
LUMO energy (alpha / beta) = 2.11 / 2.11 eV
M = 757.22 Da

Geometry as ORCA input:
```
! RIJCOSX wB97M-V def2-TZVPD def2/J DEFGRID3
* xyz -1 2
Ti -0.2275 -0.4335 0.1827
O -3.5693 -4.5489 2.6801
C -4.2830 -4.0260 1.7053
O -5.4167 -4.3726 1.4706
C -3.6566 -2.8949 0.9595
C -4.2646 -2.1196 -0.0134
Cl -5.8877 -2.1253 -0.5094
N -3.3662 -1.2173 -0.4744
N -2.1937 -1.3630 0.1858
C -2.3637 -2.3480 1.0503
C -1.1979 -2.5742 1.9909
O -1.2773 -3.4890 2.8210
O -0.2420 -1.7754 1.8007
C -3.5293 -0.1759 -1.4391
C -2.9637 1.0623 -1.1746
C -3.1009 2.0892 -2.0969
C -3.8130 1.8779 -3.2682
C -4.3652 0.6299 -3.5289
C -4.2138 -0.4106 -2.6245
H -2.6555 -4.1162 2.7831
H -2.4298 1.2375 -0.2480
H -2.6499 3.0484 -1.8735
H -3.9299 2.6804 -3.9850
H -4.9039 0.4543 -4.4510
H -4.6171 -1.3876 -2.8458
C -2.9507 0.8216 2.5777
Si -1.2219 1.2931 1.9063
C -0.1488 1.3914 3.4683
C -1.4213 3.0521 1.1935
C -2.3514 4.0019 1.6216
C -2.4430 5.2441 1.0072
C -1.5879 5.5569 -0.0432
C -0.6486 4.6261 -0.4690
C -0.5536 3.3669 0.1289
Si 0.6964 1.9887 -0.3458
C 1.0900 2.3285 -2.1897
C 2.2983 2.5232 0.5231
H -3.2757 1.5049 3.3690
H -2.9285 -0.1830 3.0118
H -3.7199 0.8330 1.7986
H -0.5400 2.1266 4.1783
H 0.8834 1.6581 3.2336
H -0.1333 0.4119 3.9528
H -3.0269 3.7675 2.4393
H -3.1793 5.9664 1.3418
H -1.6559 6.5248 -0.5279
H 0.0149 4.8868 -1.2891
H 1.5440 3.3159 -2.3271
H 0.1891 2.2883 -2.8076
H 1.7999 1.5859 -2.5680
H 2.4954 3.5806 0.3197
H 3.1383 1.9261 0.1629
H 2.2411 2.3892 1.6053
C -0.9765 -2.8296 -2.5479
P -0.0813 -1.2272 -2.4223
C -0.7562 -0.3679 -3.8902
C 1.5567 -1.7071 -3.0660
H -0.7733 -3.3237 -3.5005
H -2.0511 -2.6570 -2.4645
H -0.6756 -3.4925 -1.7350
H -0.6987 -1.0181 -4.7667
H -0.1773 0.5353 -4.0771
H -1.7927 -0.0823 -3.7217
H 1.4629 -2.1517 -4.0593
H 2.0293 -2.4050 -2.3773
H 2.1935 -0.8239 -3.1123
C 10.3506 -3.2438 -3.1249
C 8.9591 -2.8650 -2.6760
O 7.9638 -3.1796 -3.2670
S 8.9642 -1.9045 -1.1663
C 7.2346 -1.6422 -0.9022
C 6.5569 -0.6538 -1.6070
C 5.2097 -0.4432 -1.3795
C 4.5077 -1.2041 -0.4336
C 5.2104 -2.1875 0.2744
C 6.5558 -2.4064 0.0401
C 3.1162 -0.9864 -0.2136
C 1.9189 -0.8014 -0.0465
H 10.3215 -3.4944 -4.1830
H 10.6730 -4.1201 -2.5607
H 11.0617 -2.4394 -2.9410
H 7.0871 -0.0563 -2.3373
H 4.6794 0.3246 -1.9283
H 4.6791 -2.7786 1.0083
H 7.0857 -3.1757 0.5876
*
```

=====

[5]
DFT (wB97M-V/def2-TZVPD) results for a structure of composition C34H38EuF6N8OPS3 in a non-equilibrium geometry.

Output
DFT total energy = -127271.9481 eV
orbital gap (alpha / beta) = 6.99 / 6.76 eV
E_HOMO (alpha / beta) = -10.46 / -10.23 eV
energy above the lowest of the compared OMol25 structures with the same formula, charge and spin = 1.5 kcal per mole
largest force on an atom = 3.57 eV/A
LUMO energy (alpha / beta) = -3.47 / -3.47 eV
M = 967.86 Da

Geometry as ORCA input:
```
! RIJCOSX wB97M-V def2-TZVPD def2/J DEFGRID3
* xyz 1 8
Eu 1.0804 0.2952 0.4343
N -5.0703 3.1567 8.6307
C -4.4745 2.5798 7.8318
C -3.5828 2.0512 6.8663
C -2.2469 2.4667 6.8138
C -1.3671 2.0171 5.7895
C -1.8991 1.2988 4.7239
C -3.2293 0.9142 4.8356
C -4.0684 1.2245 5.8632
C -1.1244 0.8842 3.5561
C -0.0651 0.0327 3.7916
C 0.2496 -0.5518 5.0223
C 1.2365 -1.4359 4.8011
C 1.5954 -1.2814 3.4060
N 0.8147 -0.4331 2.8192
C -1.6186 1.4151 2.2638
C -2.5578 2.4224 2.1146
C -2.4572 2.8386 0.7700
C -1.4954 2.0448 0.1786
N -1.0318 1.1426 1.0757
H -1.7581 3.0391 7.6145
H -0.3600 2.3543 5.8020
H -3.6858 0.2856 4.0617
H -5.0781 0.8242 5.8841
H -0.1538 -0.4727 6.0251
H 1.6172 -2.1564 5.5492
H 2.4361 -1.8213 2.9440
H -3.1295 2.8272 2.9187
H -2.9822 3.5871 0.2164
H -1.0415 2.0887 -0.8473
S 1.4229 2.8218 0.2086
S -0.7635 -4.4981 -0.3808
C -1.7241 -3.8511 0.8078
C -1.2932 -2.5544 1.1588
N -0.1582 -2.1183 0.5108
C 0.2116 -3.0724 -0.3121
H -2.5863 -4.4154 1.1762
H -1.6293 -1.9596 1.9838
H 1.0772 -3.0520 -0.9243
N -4.3047 0.4730 0.3287
C -5.0037 1.0882 -0.7767
C -6.3453 0.3377 -1.0703
N -6.2742 -0.9011 -0.3457
C -5.0552 -1.5664 -0.7300
C -3.8722 -0.8866 -0.0654
H -4.9101 0.4907 1.1547
H -3.4626 1.0495 0.6068
H -4.4041 1.0471 -1.6854
H -5.2548 2.1784 -0.5745
H -6.3651 0.1566 -2.1143
H -7.2618 0.8984 -0.7374
H -7.0926 -1.5067 -0.4151
H -4.8723 -1.5358 -1.8543
H -5.1574 -2.6542 -0.4426
H -2.9949 -0.7567 -0.7275
H -3.4814 -1.4198 0.8028
C 5.0357 1.8800 -3.3760
C 3.7735 2.3766 -4.1507
C 2.4805 1.9559 -3.4477
N 2.4217 0.4996 -3.5286
C 1.4478 -0.2567 -3.1780
S 0.0975 0.3426 -2.2822
N 1.4725 -1.6002 -3.4644
C 2.4935 -2.5409 -3.5722
O 2.3319 -3.6983 -3.1575
C 3.6862 -2.1076 -4.3368
C 3.6379 -1.5212 -5.6192
C 4.8592 -1.0453 -6.1674
C 6.0029 -1.1542 -5.4594
C 6.0795 -1.7714 -4.2268
C 4.9355 -2.3019 -3.6531
H 5.8771 2.2736 -3.9465
H 4.9813 0.7983 -3.2696
H 4.9723 2.3412 -2.3910
H 3.8172 2.0046 -5.1728
H 3.8088 3.4551 -4.2488
H 1.6070 2.3696 -3.9651
H 2.4137 2.2504 -2.4231
H 3.0996 0.0958 -4.1322
H 0.7054 -2.0440 -3.0136
H 2.6987 -1.4788 -6.1360
H 4.7790 -0.6356 -7.1718
H 6.8049 -0.7094 -5.9898
H 6.9952 -1.8500 -3.6167
H 4.9454 -2.7843 -2.6438
F 2.8597 -1.4293 -0.1045
P 4.1761 -0.3735 0.0667
F 3.2422 0.6821 -0.7701
F 4.7225 -0.9265 -1.3246
F 5.0560 -1.3789 0.9007
F 3.3506 0.0977 1.3764
F 5.3350 0.7537 0.2569
*
```

=====

> M of number 5 (C34H38EuF6N8OPS3)?

967.86 Da